1.
Computed, not measured: C8H12O2 in the gas phase in a non-equilibrium geometry, with ωB97M-V/def2-TZVPD.

XYZ file:
```
22
Properties=species:S:1:pos:R:3:forces:R:3
C -0.476905 -0.960591 -2.340904 0.175 -0.317 -0.054
C -0.123630 -0.863148 -1.075144 1.580 0.354 1.145
C 1.107102 -1.518977 -0.385138 -0.957 -2.195 -2.637
O 1.040982 -2.399869 0.436731 0.100 0.902 0.181
O 2.236708 -1.241133 -1.076137 0.197 0.184 -0.022
C -0.698122 -0.076706 0.020281 0.351 0.578 1.161
C -1.884998 -0.726009 0.660823 0.017 -0.130 0.354
C 0.078687 0.867929 0.602414 -1.795 0.826 -0.851
C -0.331266 1.504361 1.900229 -0.235 0.063 0.153
C 1.126084 1.628079 -0.160774 0.420 -0.734 0.041
H -1.314763 -0.401409 -2.729939 -0.187 -0.029 0.076
H 0.049463 -1.604276 -3.029370 0.141 0.024 -0.080
H 2.882367 -1.949718 -0.925582 -0.033 0.182 0.430
H -2.710218 -0.765281 -0.047036 -0.112 -0.057 -0.094
H -2.224737 -0.217207 1.561032 0.013 0.046 -0.037
H -1.627293 -1.759314 0.931957 -0.116 0.140 -0.062
H -0.300256 0.774294 2.711670 -0.012 0.122 0.098
H -1.352397 1.904264 1.841706 0.168 -0.107 0.074
H 0.319038 2.343494 2.145552 0.065 -0.090 0.084
H 2.042922 1.659410 0.423524 0.258 0.166 0.006
H 1.345468 1.144189 -1.108822 0.087 0.145 -0.094
H 0.815764 2.657617 -0.357072 -0.125 -0.073 0.130
```
Positions in Å, forces in eV/Å.

Summary:
Energy relative to the best compared isomer or geometry (same formula, charge and spin) (eV): 1.095
Frontier orbital gap (eV): 9.270
E_LUMO (Ha): 0.0251
E_tot (Ha): -462.46608
SMILES: C=C(C(=O)O)C(C)=C(C)C



2.
Computed, not measured: C25H22GeMo as an isolated structure in a non-equilibrium geometry, with ωB97M-V/def2-TZVPD.

XYZ file:
```
49
Properties=species:S:1:pos:R:3:forces:R:3
Mo -0.943666 0.769296 -1.766022 -1.743 0.277 2.057
C -2.315777 -0.521770 -3.185488 -0.189 -0.017 -0.483
C -2.838468 0.786077 -3.168285 0.002 -0.009 -0.373
C -2.010455 1.874886 -3.524994 -0.179 -0.238 -0.420
C -0.697332 1.637164 -3.992302 -0.316 -0.120 -0.318
C -0.206564 0.324720 -4.090338 -0.211 -0.046 -0.255
C -0.993116 -0.749687 -3.641809 -0.272 0.047 -0.433
H -2.968293 -1.363045 -2.997812 0.070 -0.004 0.294
H -3.882737 0.952727 -2.944758 0.035 0.014 0.254
H -2.419104 2.874770 -3.574571 0.061 0.054 0.276
H -0.122327 2.464308 -4.385613 0.104 0.051 0.229
H 0.746704 0.136391 -4.566278 0.116 0.001 0.221
H -0.644470 -1.765195 -3.777364 0.106 -0.007 0.280
C -1.660870 0.921081 -0.010068 -0.346 -0.166 -0.812
Ge -0.185743 0.085556 1.180315 0.708 -0.504 -0.189
C 0.311483 -1.559531 0.182830 -0.073 0.572 0.257
C -0.554585 -2.654570 0.260283 -0.034 0.040 -0.125
C -0.162807 -3.890373 -0.229107 -0.095 -0.008 -0.013
C 1.090008 -4.040533 -0.812202 0.015 0.008 -0.013
C 1.950836 -2.955894 -0.908856 0.045 0.022 -0.082
C 1.568544 -1.718509 -0.409733 -0.031 -0.069 0.048
C 1.046991 1.495088 0.507320 -0.474 -0.269 0.292
C 1.028561 1.551488 -0.903000 0.566 -0.285 -0.091
C 1.863207 2.432453 -1.602944 -0.061 0.043 -0.103
C 2.641946 3.323306 -0.889845 -0.017 0.078 -0.047
C 2.619925 3.312864 0.502141 -0.064 -0.064 -0.020
C 1.803567 2.423779 1.198161 -0.052 0.059 -0.005
C -0.467036 -0.152404 3.102671 -0.157 0.200 -0.781
C 0.501560 0.322239 3.983172 0.009 -0.035 -0.074
C 0.364790 0.082897 5.341833 0.034 0.021 0.046
C -0.730691 -0.623252 5.817751 0.020 -0.002 -0.041
C -1.697577 -1.089824 4.937268 -0.058 -0.035 0.015
C -1.570766 -0.854869 3.577566 -0.024 0.035 -0.036
H -2.427979 1.332040 0.650160 0.027 0.275 -0.168
H -1.529080 -2.543775 0.723577 0.002 -0.076 0.023
H -0.828403 -4.739182 -0.143263 0.015 -0.008 -0.007
H 1.401663 -5.009127 -1.179726 -0.011 0.000 -0.009
H 2.928221 -3.075509 -1.358001 0.001 -0.024 0.025
H 2.270455 -0.892474 -0.446380 0.020 -0.021 0.007
H 0.742407 0.555128 -1.414602 2.328 0.269 0.455
H 1.895332 2.438118 -2.684403 0.057 -0.078 -0.003
H 3.275129 4.022636 -1.418424 0.020 -0.011 0.020
H 3.262285 3.988012 1.052165 -0.043 0.051 -0.007
H 1.770281 2.459356 2.277650 0.087 0.006 0.006
H 1.372198 0.851170 3.620014 0.028 0.008 0.049
H 1.116831 0.450352 6.027009 -0.001 -0.026 0.009
H -0.828450 -0.816095 6.877341 -0.014 0.021 0.003
H -2.552870 -1.637364 5.309624 0.007 0.001 0.008
H -2.333780 -1.214935 2.897325 -0.021 -0.030 0.034
```
Positions in Å, forces in eV/Å.

Summary:
Energy relative to the best compared isomer or geometry (same formula, charge and spin) (eV): 1.024
Frontier orbital gap (alpha / beta) (eV): 6.213 / 5.724
Charge: +2
E_LUMO (alpha / beta) (Ha): -0.3050 / -0.3229
E_tot (Ha): -3110.23137
2S+1: 3
<S²>: 2.09



3.
Computed, not measured: C3H2Br2O2 as an isolated structure in a non-equilibrium geometry, with ωB97M-V/def2-TZVPD.

XYZ file:
```
9
Properties=species:S:1:pos:R:3:forces:R:3
C -0.014937 -0.686087 -0.777541 0.580 -0.460 0.107
C 0.396451 1.400708 -0.212469 0.248 -0.038 0.883
C -0.267519 -0.803971 0.637115 -0.379 -0.182 0.639
O 0.438095 -1.507727 -1.515446 -0.248 0.536 -0.234
O -0.194141 0.675671 -1.116352 -0.215 -0.116 -1.035
Br 0.183437 -2.486316 1.366617 0.012 0.297 -0.031
Br -1.852922 -0.074384 1.392732 -0.003 -0.004 -0.004
H -0.028670 2.370023 0.001587 -0.142 0.027 -0.052
H 1.340206 1.112083 0.223757 0.147 -0.060 -0.272
```
Positions in Å, forces in eV/Å.

Summary:
Energy relative to the best compared isomer or geometry (same formula, charge and spin) (eV): 3.269
Frontier orbital gap (alpha / beta) (eV): 8.095 / 6.662
E_LUMO (alpha / beta) (Ha): -0.0270 / -0.0645
E_tot (Ha): -5413.89545



4.
Computed, not measured: C40H31Cl2N4O2P2PdSe2 as an isolated structure, with ωB97M-V/def2-TZVPD.

XYZ file:
```
84
Properties=species:S:1:pos:R:3:forces:R:3
Pd -2.460432 -1.008462 -0.355989 0.250 0.104 0.027
Se 4.754594 -1.479562 0.443503 -0.077 0.085 -0.003
P 3.334842 0.057109 0.560107 0.409 -0.336 -0.004
C 3.240835 0.810659 2.205198 -0.017 0.058 -0.013
C 2.036981 1.029824 2.864500 -0.019 0.039 0.027
C 2.030705 1.586852 4.136216 -0.019 -0.007 -0.003
C 3.224016 1.931930 4.751085 -0.011 0.009 0.016
C 4.431037 1.700026 4.103491 -0.011 -0.009 -0.013
C 4.442518 1.127814 2.842455 -0.048 0.017 0.000
C 3.704730 1.359067 -0.639398 -0.082 0.079 -0.016
C 4.374162 2.526494 -0.277434 -0.038 -0.035 -0.053
C 4.732974 3.448660 -1.248281 0.019 -0.017 -0.032
C 4.433658 3.207249 -2.583612 0.019 0.036 0.027
C 3.785678 2.036550 -2.949764 0.001 -0.023 0.012
C 3.429770 1.109707 -1.982232 0.015 0.090 0.051
C 1.647047 -0.513378 0.185562 -0.112 0.071 0.124
C 0.399230 0.056868 -0.088832 0.080 -0.019 -0.059
N -0.462935 -0.984863 -0.157068 -0.115 -0.080 0.011
N 0.196107 -2.112524 0.060281 0.073 0.050 0.053
N 1.454226 -1.846731 0.278499 -0.126 0.039 -0.113
P -0.311880 1.654409 -0.463612 -0.064 0.103 -0.048
Se -2.486620 1.389738 -0.367218 0.070 -0.085 -0.059
C 0.197174 2.926063 0.692989 0.089 0.027 0.002
C -0.596030 3.212767 1.803461 0.022 0.011 0.013
C -0.164266 4.151285 2.727061 -0.032 -0.023 0.016
C 1.053630 4.793635 2.553496 0.021 -0.001 0.000
C 1.843882 4.508383 1.448889 -0.017 -0.005 0.003
C 1.416397 3.580171 0.514604 -0.055 -0.016 -0.096
C 0.165601 2.095166 -2.140078 0.022 -0.129 -0.045
C 0.353222 1.053309 -3.050317 0.008 0.063 0.028
C 0.596534 1.337405 -4.381956 -0.044 0.026 -0.028
C 0.644410 2.658571 -4.812493 0.007 -0.072 -0.022
C 0.444254 3.692948 -3.913082 -0.001 0.036 0.075
C 0.196944 3.416499 -2.575480 -0.026 -0.026 0.015
H 1.098656 0.750399 2.402791 0.019 0.019 0.005
H 1.089178 1.743619 4.646838 0.002 0.011 0.004
H 3.216870 2.365451 5.742996 0.000 -0.003 -0.007
H 5.366058 1.946483 4.589325 -0.008 -0.002 -0.001
H 5.382757 0.897455 2.357787 0.011 -0.009 -0.033
H 4.600272 2.726902 0.760815 0.005 -0.010 0.044
H 5.252715 4.354040 -0.962851 0.005 0.004 -0.008
H 4.718723 3.926746 -3.340277 -0.004 0.003 0.005
H 3.565511 1.839074 -3.990431 0.002 0.005 -0.001
H 2.948225 0.183987 -2.271578 0.012 -0.034 0.006
H -1.543950 2.709059 1.940225 -0.007 0.001 0.002
H -0.783767 4.381993 3.583682 0.009 -0.003 -0.004
H 1.386754 5.522844 3.280682 -0.004 -0.005 -0.006
H 2.792267 5.010852 1.310202 0.000 -0.007 -0.005
H 2.032551 3.364639 -0.347904 -0.056 0.037 -0.006
H 0.313865 0.024505 -2.711902 0.015 -0.006 -0.021
H 0.746171 0.531106 -5.087954 0.008 -0.005 0.007
H 0.831065 2.879425 -5.855403 0.008 -0.002 0.007
H 0.472711 4.720496 -4.250206 -0.002 -0.006 0.005
H 0.012976 4.229857 -1.887070 0.038 0.026 0.070
Cl -6.945680 -2.810865 0.448886 0.013 -0.005 -0.006
C -6.603296 -1.058275 0.408361 0.007 -0.029 -0.027
Cl -7.287250 -0.308634 -1.031913 0.032 0.000 0.024
C -5.084799 -0.902098 0.517746 -0.007 -0.024 0.071
O -4.594975 -0.711787 1.620561 -0.040 -0.079 -0.064
O -4.447252 -1.043131 -0.591636 -0.022 0.068 -0.046
H -7.071499 -0.619175 1.279603 -0.020 -0.015 0.030
C -0.986020 -4.685592 3.237493 -0.005 0.016 -0.005
C -0.845419 -5.410198 2.052272 0.005 -0.047 -0.025
C -1.364181 -4.910836 0.887028 -0.049 0.040 -0.024
C -2.032587 -3.649971 0.898850 -0.054 0.019 -0.046
C -2.118336 -2.899972 2.109255 0.042 -0.040 -0.001
C -1.624143 -3.441734 3.266081 -0.027 0.027 0.005
N -2.523161 -3.091125 -0.219042 -0.149 -0.128 -0.002
C -3.001376 -3.838359 -1.246508 0.045 0.065 0.179
C -3.530070 -5.139437 -1.042759 0.007 -0.044 -0.016
C -4.002874 -5.855666 -2.117956 0.025 -0.042 0.103
C -3.967741 -5.294883 -3.391381 0.013 0.058 -0.020
C -3.494074 -3.995964 -3.598798 0.000 0.009 -0.032
C -3.044675 -3.255339 -2.536492 -0.037 0.014 0.017
H -0.567041 -5.084530 4.152768 0.007 0.001 -0.013
H -0.292916 -6.339255 2.048278 0.008 0.017 -0.003
H -1.166998 -5.389005 -0.061940 0.020 -0.003 -0.009
H -2.653423 -1.955530 2.102054 -0.032 0.014 -0.020
H -1.721043 -2.906749 4.200433 -0.002 0.001 -0.013
H -3.639177 -5.515144 -0.034702 -0.033 0.000 -0.006
H -4.432083 -6.836466 -1.967907 -0.006 0.012 -0.004
H -4.350386 -5.859310 -4.231926 -0.002 -0.001 0.008
H -3.502711 -3.572073 -4.593090 0.004 0.007 0.014
H -2.687384 -2.241445 -2.657957 0.015 0.017 -0.026
```
Positions in Å, forces in eV/Å.

Summary:
Energy relative to the best compared isomer or geometry (same formula, charge and spin) (eV): 0.000
Frontier orbital gap (eV): 3.049
Charge: +1
E_LUMO (Ha): -0.2379
E_tot (Ha): -8446.01797



5.
Computed, not measured: C6H12NP in the gas phase in a non-equilibrium geometry, with ωB97M-V/def2-TZVPD.

XYZ file:
```
20
Properties=species:S:1:pos:R:3:forces:R:3
H 5.403993 -0.877356 -0.025009 -0.134 0.247 -0.166
N 4.433136 -0.912108 0.284936 0.490 -0.624 0.303
C 3.692732 -0.013402 -0.154189 -4.272 0.260 1.206
C 2.055427 -0.005478 0.362561 3.701 0.803 -1.767
P 1.120504 1.246612 -0.206664 -0.078 -0.582 0.566
C -0.521588 0.896412 0.609803 0.242 0.237 -0.247
C -1.533437 0.317822 -0.387583 -0.067 -0.079 0.137
C -1.245562 -1.157678 -0.641044 0.076 0.184 -0.140
C -2.954606 0.506012 0.137548 0.203 0.007 -0.148
H 3.913310 0.820814 -0.822436 0.239 -0.055 -0.059
H 1.799325 -0.817170 1.021739 -0.041 -0.159 0.179
H -0.386345 0.220596 1.457688 -0.024 0.035 -0.004
H -0.894726 1.851644 0.992724 0.034 -0.028 0.016
H -1.436105 0.860754 -1.336619 -0.040 -0.019 0.036
H -1.444872 -1.740132 0.257419 0.000 -0.073 0.105
H -1.872705 -1.541104 -1.442284 -0.075 -0.084 -0.066
H -0.203328 -1.306782 -0.922546 0.013 -0.086 -0.024
H -3.059194 0.035431 1.114510 -0.036 -0.050 0.090
H -3.191889 1.562216 0.238923 -0.079 0.111 0.037
H -3.674063 0.052897 -0.539479 -0.152 -0.042 -0.054
```
Positions in Å, forces in eV/Å.

Summary:
Energy relative to the best compared isomer or geometry (same formula, charge and spin) (eV): 0.020
Frontier orbital gap (alpha / beta) (eV): 9.595 / 9.596
E_LUMO (alpha / beta) (Ha): 0.0076 / 0.0076
E_tot (Ha): -631.85475
SMILES: [H]/N=C/C=P/CC(C)C



6.
Computed, not measured: C3H4N2OS2 in the gas phase in a non-equilibrium geometry, with ωB97M-V/def2-TZVPD.

XYZ file:
```
12
Properties=species:S:1:pos:R:3:forces:R:3
C 1.141574 -0.372509 1.111665 -0.269 -1.847 -3.036
C 1.198049 -1.722974 0.634399 -0.994 -0.734 -2.714
C 0.053326 -0.638452 -1.500332 1.096 1.759 2.086
N 0.774554 0.626006 0.441082 -1.334 -0.649 -1.829
N -1.419413 1.513839 -1.854064 0.787 -1.005 -2.193
O -1.965829 -0.641659 -3.179036 1.351 0.658 -0.093
S 0.617172 -2.038877 -0.978800 0.027 1.213 1.270
S -0.783087 0.206270 -2.873855 -2.117 -0.198 2.115
H 1.559712 -0.357357 2.054840 0.820 0.896 2.336
H 1.668458 -2.634943 0.922099 0.411 -0.084 1.201
H -0.775585 2.287609 -1.968549 0.003 0.138 0.341
H -1.517238 1.231055 -0.897287 0.218 -0.145 0.516
```
Positions in Å, forces in eV/Å.

Summary:
Energy relative to the best compared isomer or geometry (same formula, charge and spin) (eV): 7.064
Frontier orbital gap (alpha / beta) (eV): 7.149 / 7.139
E_LUMO (alpha / beta) (Ha): -0.0521 / -0.0526
E_tot (Ha): -1097.59495



Question: What is the E_tot in the third record?
Answer: -5413.89545 Ha